No. 1
The following is a DFT calculation (ωB97M-V/def2-TZVPD) of C48H52CoN4O2 as an isolated structure.

```
! wB97M-V def2-TZVPD RIJCOSX def2/J DEFGRID3
* xyz 0 2
C 0.160 2.927 4.429
C -1.284 1.839 -1.880
C -3.661 -3.236 0.439
H -1.364 -2.151 -2.474
H 3.483 -3.486 -4.105
C 1.370 -4.127 0.937
C 1.006 2.867 2.144
C 2.289 -1.789 0.156
H -4.317 0.297 -2.662
C -4.443 -3.500 1.556
C -2.629 -2.315 0.537
C 4.422 -2.176 1.934
H 5.161 -0.307 1.210
H 0.637 4.514 5.794
H 1.533 4.780 -2.293
H -4.427 0.611 1.093
C 0.379 -3.965 2.091
H 3.124 -3.010 -1.759
H -2.979 -1.383 3.757
C 1.779 3.757 -2.000
C -0.524 2.876 -2.446
C 0.662 -1.049 -3.061
C -2.387 -1.639 1.731
C 0.918 -1.344 -4.424
H 2.265 2.649 -4.502
H 3.228 1.687 1.205
H -0.210 -3.058 1.961
C -4.627 0.570 -1.652
N -0.684 0.549 -1.746
C -3.171 3.309 -1.689
H -0.654 3.546 7.667
H -0.569 4.907 -3.115
H 0.316 -0.836 -5.169
H -4.532 2.288 0.550
H -3.855 -3.754 -0.487
H 1.578 3.287 1.332
H 1.297 1.752 -2.462
C -3.877 1.416 0.601
C -1.292 1.832 6.521
C 0.906 3.483 3.336
H 3.970 -0.455 -2.481
H -3.024 1.678 1.228
H -0.011 -3.657 -0.662
C -2.456 4.325 -2.299
C 1.441 -1.681 -2.035
C 3.416 -3.111 1.820
C 0.952 2.735 -2.782
C -2.127 -2.509 -1.794
H -5.138 -0.284 -1.201
C 4.290 0.311 -1.777
H -2.117 -3.599 -1.788
N 1.208 -1.489 -0.735
C 1.218 2.859 -4.282
Co -0.360 -0.429 0.029
C 0.103 3.580 5.670
N -1.272 0.002 2.794
N -1.344 -0.667 1.708
H 1.405 4.434 3.493
C -1.249 1.182 5.311
O -1.782 -2.006 -0.500
H -2.793 0.105 -0.685
H 4.812 1.680 0.432
H 2.327 0.601 -0.958
H 0.604 2.166 -4.859
C -0.250 0.034 -2.855
H -3.111 -2.137 -2.086
H 5.237 -2.325 2.630
H 1.992 -5.000 1.164
H 5.296 0.060 -1.431
C 3.737 1.663 0.243
C -2.601 2.061 -1.463
C -3.429 0.982 -0.795
H 3.456 -4.013 2.420
H -5.244 -4.223 1.482
C 2.350 -2.958 0.930
H -2.919 5.286 -2.481
H -4.805 -3.052 3.622
C 2.688 -2.807 -3.822
C 0.359 1.598 1.895
H -1.853 1.399 7.339
C -4.196 -2.847 2.753
C 2.490 -2.541 -2.500
H 2.844 3.603 -2.185
C 3.338 0.437 -0.582
H -1.768 0.245 5.176
H 3.494 2.576 -0.304
H 2.065 -2.418 -5.870
H 1.598 3.660 -0.932
H 0.063 -5.367 -0.222
H -0.308 -4.812 2.141
H 0.896 -3.884 3.047
O 0.565 1.045 0.763
C -1.139 4.105 -2.662
H 0.999 3.869 -4.636
H -5.350 1.383 -1.737
C 4.373 -1.044 1.137
H -4.195 3.483 -1.385
C -3.174 -1.916 2.838
C -0.524 1.718 4.233
C -0.459 1.058 2.932
C 0.652 -4.458 -0.364
H 4.349 1.261 -2.312
H 1.350 -4.636 -1.182
H -0.567 0.523 -3.782
C 1.891 -2.214 -4.824
C 3.323 -0.831 0.256
C -0.615 3.043 6.711
*
```

The frontier orbital gap (alpha / beta) comes out at 6.27 / 6.16 eV. The value obtained for the LUMO energy (alpha / beta) is -0.8 / -0.8 eV. As for the expectation value of S²: 0.78. For the molecular weight, the calculation gives 775.90 g/mol.

No. 2
The following is a DFT calculation (ωB97M-V/def2-TZVPD) of a 2-piece molecular cluster, C5H6F3N2 overall.

```
! wB97M-V def2-TZVPD RIJCOSX def2/J DEFGRID3
* xyz 1 1
C -0.624 -0.944 1.469
F -1.142 -1.934 2.070
H -0.787 2.469 0.973
C 0.598 1.141 0.187
C -1.149 0.324 1.623
N 0.219 -0.490 -2.320
N 0.496 -1.087 0.752
H 1.797 -0.421 -0.822
H 0.067 -1.124 -3.079
C -0.503 1.399 0.949
H -0.579 -0.140 -1.856
F 1.158 2.201 -0.401
H 0.844 -2.089 0.749
F -2.219 0.504 2.444
H 0.684 0.341 -2.761
C 1.142 -0.150 0.022
*
```

The frontier orbital gap comes out at 8.94 eV. The calculation puts the energy relative to the best compared isomer or geometry (same formula, charge and spin) at 0.00 kJ/mol. The value obtained for the LUMO energy is -5.2 eV. For the molecular weight, the calculation gives 151.11 g/mol.